# 1
DFT (the ωB97M-V functional and the def2-TZVPD basis) results for 12 unconnected molecules or ions with the total composition C52H127BN9O24 in a non-equilibrium geometry.

Geometry (Å):
1 O 0.917 3.482 16.917
2 C -0.086 3.772 17.491
3 O -1.318 3.428 17.153
4 B -2.230 4.026 18.159
5 O -1.383 4.508 19.259
6 C -0.133 4.546 18.806
7 O 0.841 4.939 19.376
8 O -3.301 3.057 18.542
9 C -4.510 3.528 18.188
10 O -5.586 3.019 18.243
11 C -4.221 4.908 17.549
12 O -2.974 5.199 17.570
13 O -5.062 5.563 16.973
14 C -2.813 6.097 13.882
15 O -3.179 5.102 12.930
16 H -2.393 5.629 14.770
17 H -1.967 6.700 13.528
18 H -3.675 6.738 14.068
19 H -3.253 5.520 12.070
20 C 0.284 0.190 16.987
21 O 1.719 0.252 17.129
22 H 0.015 0.322 15.938
23 H 0.101 -0.870 17.188
24 H -0.258 0.852 17.652
25 H 2.138 -0.594 17.271
26 C -4.012 9.844 14.677
27 O -5.330 9.408 14.956
28 C -5.537 8.887 16.246
29 C -6.919 8.222 16.362
30 N -7.327 7.725 17.653
31 C -8.568 6.980 17.648
32 C -9.763 7.569 16.889
33 O -10.899 6.748 17.028
34 C -12.069 7.277 16.448
35 H -3.227 9.083 14.680
36 H -3.739 10.720 15.270
37 H -4.121 10.138 13.631
38 H -5.430 9.720 16.960
39 H -4.770 8.158 16.542
40 H -6.831 7.471 15.558
41 H -7.586 8.976 15.930
42 H -6.612 7.021 17.833
43 H -8.916 6.579 18.601
44 H -8.333 6.062 17.083
45 H -9.525 7.538 15.814
46 H -9.962 8.639 17.037
47 H -12.900 6.694 16.836
48 H -12.008 7.144 15.362
49 H -12.221 8.342 16.646
50 C 1.915 4.966 13.771
51 O 2.285 3.632 13.510
52 C 1.202 2.862 13.054
53 C 1.580 1.382 12.934
54 N 2.338 0.951 14.099
55 C 2.613 -0.475 13.856
56 C 3.602 -0.708 12.672
57 O 4.399 0.405 12.431
58 C 5.321 0.324 11.392
59 H 2.733 5.674 13.878
60 H 1.194 5.054 14.587
61 H 1.413 5.297 12.849
62 H 0.837 3.244 12.085
63 H 0.385 3.057 13.769
64 H 2.146 1.361 12.004
65 H 0.658 0.787 12.877
66 H 1.751 0.886 14.927
67 H 1.713 -1.072 13.640
68 H 3.063 -0.899 14.757
69 H 3.005 -0.983 11.793
70 H 4.215 -1.579 12.937
71 H 5.726 1.300 11.133
72 H 4.798 -0.117 10.529
73 H 6.162 -0.346 11.630
74 C -7.181 5.045 20.527
75 O -7.345 4.927 21.938
76 C -6.503 5.765 22.714
77 C -7.292 6.264 23.911
78 N -7.645 5.267 24.948
79 C -8.516 4.183 24.554
80 C -9.925 4.660 24.199
81 O -10.783 4.412 25.301
82 C -12.060 4.987 25.133
83 H -6.157 4.790 20.243
84 H -7.501 6.038 20.208
85 H -7.827 4.261 20.134
86 H -6.174 6.592 22.076
87 H -5.616 5.199 23.032
88 H -8.157 6.797 23.516
89 H -6.697 6.998 24.459
90 H -6.727 4.931 25.220
91 H -8.613 3.417 25.325
92 H -8.194 3.606 23.678
93 H -10.339 4.167 23.311
94 H -9.892 5.710 23.887
95 H -12.532 4.538 24.253
96 H -12.102 6.075 25.198
97 H -12.699 4.631 25.947
98 C -4.333 2.120 21.785
99 O -3.431 1.651 22.785
100 C -3.535 2.322 24.012
101 C -4.462 1.640 25.004
102 N -4.363 0.193 25.034
103 C -3.771 -0.374 26.228
104 C -4.011 -1.892 26.340
105 O -2.770 -2.607 26.392
106 C -2.945 -3.988 26.187
107 H -4.003 1.958 20.757
108 H -4.250 3.209 21.866
109 H -5.329 1.680 21.822
110 H -3.880 3.356 23.869
111 H -2.533 2.439 24.442
112 H -5.478 1.830 24.618
113 H -4.459 2.272 25.896
114 H -3.862 -0.133 24.215
115 H -4.260 0.041 27.112
116 H -2.706 -0.124 26.332
117 H -4.584 -2.286 25.500
118 H -4.507 -2.029 27.305
119 H -2.105 -4.477 26.688
120 H -2.881 -4.269 25.132
121 H -3.846 -4.369 26.676
122 C 0.474 7.732 17.758
123 O 1.249 7.453 16.622
124 C 0.752 7.875 15.362
125 C 0.625 9.394 15.246
126 N 1.929 10.015 15.251
127 C 2.020 11.206 14.404
128 C 3.257 12.012 14.756
129 O 3.513 13.208 14.043
130 C 2.613 14.218 14.364
131 H -0.401 7.068 17.788
132 H 0.145 8.773 17.804
133 H 1.024 7.510 18.672
134 H -0.136 7.294 15.074
135 H 1.518 7.472 14.699
136 H -0.045 9.737 16.043
137 H 0.066 9.581 14.325
138 H 2.177 10.299 16.194
139 H 1.055 11.733 14.411
140 H 2.090 10.783 13.393
141 H 4.135 11.421 14.495
142 H 3.220 12.112 15.849
143 H 1.611 14.010 13.957
144 H 2.866 15.189 13.929
145 H 2.472 14.408 15.437
146 C -6.210 -0.331 18.882
147 C -7.395 0.080 18.031
148 C -8.533 -0.924 18.324
149 O -8.125 -2.235 17.910
150 C -8.379 -2.406 16.528
151 N -7.913 1.390 18.366
152 H -6.463 -0.200 19.940
153 H -5.356 0.319 18.676
154 H -5.872 -1.363 18.791
155 H -7.138 0.110 16.971
156 H -9.544 -0.673 17.984
157 H -8.745 -0.925 19.399
158 H -9.403 -2.774 16.397
159 H -7.740 -3.211 16.164
160 H -8.256 -1.518 15.906
161 H -7.178 2.088 18.525
162 H -8.336 1.434 19.295
163 C 4.337 3.306 18.363
164 C 4.716 2.852 16.948
165 C 5.266 1.419 16.909
166 O 5.487 0.995 15.592
167 C 6.393 -0.095 15.566
168 N 3.617 3.037 15.981
169 H 3.873 2.470 18.892
170 H 3.724 4.204 18.430
171 H 5.253 3.570 18.906
172 H 5.547 3.463 16.571
173 H 4.605 0.703 17.416
174 H 6.246 1.510 17.400
175 H 5.823 -0.941 15.968
176 H 7.335 0.075 16.093
177 H 6.635 -0.305 14.529
178 H 2.787 2.898 16.564
179 H 3.517 4.060 16.026
180 C 0.283 3.657 22.945
181 C 1.643 4.333 22.649
182 C 2.485 3.501 21.679
183 O 3.016 2.376 22.347
184 C 2.631 1.121 21.843
185 N 1.445 5.679 22.146
186 H 0.282 2.581 23.165
187 H -0.374 3.715 22.071
188 H -0.198 4.046 23.846
189 H 2.159 4.383 23.610
190 H 3.326 4.139 21.385
191 H 1.981 3.256 20.743
192 H 3.043 0.922 20.852
193 H 1.538 1.038 21.766
194 H 2.878 0.362 22.584
195 H 0.671 6.170 22.577
196 H 1.171 5.668 21.161
197 C -4.124 7.513 20.400
198 C -3.108 7.859 21.470
199 C -2.114 6.732 21.712
200 O -1.423 6.837 22.948
201 C -2.195 6.330 24.023
202 N -2.345 9.079 21.130
203 H -4.546 6.518 20.554
204 H -3.547 7.424 19.473
205 H -4.928 8.246 20.377
206 H -3.696 7.955 22.398
207 H -1.371 6.813 20.914
208 H -2.567 5.746 21.564
209 H -2.487 5.294 23.847
210 H -3.073 6.968 24.186
211 H -1.622 6.488 24.936
212 H -3.070 9.787 21.077
213 H -1.670 9.215 21.872

## Properties
- Net charge: -1

=====

# 2
DFT (the ωB97M-V functional and the def2-TZVPD basis) results for 13 unconnected molecules or ions with the total composition C52H130O26 in a non-equilibrium geometry.

Geometry (Å):
1 C -3.184 4.773 1.742
2 O -4.197 4.892 2.702
3 C -3.778 5.235 4.022
4 C -2.793 4.206 4.596
5 O -3.395 2.960 4.747
6 C -2.488 1.877 4.825
7 H -2.619 3.871 1.988
8 H -2.493 5.618 1.779
9 H -3.676 4.750 0.779
10 H -4.719 5.243 4.566
11 H -3.265 6.222 4.023
12 H -2.567 4.610 5.587
13 H -1.836 4.149 4.038
14 H -1.903 1.641 3.926
15 H -3.134 1.036 5.064
16 H -1.760 2.062 5.631
17 C 5.549 2.880 3.820
18 O 5.915 1.585 3.403
19 C 4.876 0.686 3.516
20 C 5.383 -0.737 3.176
21 O 4.235 -1.566 3.070
22 C 4.625 -2.879 2.690
23 H 5.097 2.881 4.843
24 H 4.744 3.241 3.148
25 H 6.460 3.473 3.750
26 H 4.031 0.967 2.845
27 H 4.501 0.705 4.538
28 H 6.075 -1.131 3.936
29 H 5.932 -0.671 2.224
30 H 3.815 -3.595 2.685
31 H 5.356 -3.224 3.423
32 H 4.926 -2.904 1.654
33 C -4.168 -0.285 -5.971
34 O -2.895 -0.022 -6.426
35 C -1.873 -0.243 -5.468
36 C -1.415 0.987 -4.735
37 O -2.528 1.527 -3.987
38 C -2.144 2.749 -3.242
39 H -4.355 -1.342 -5.747
40 H -4.830 -0.067 -6.802
41 H -4.422 0.380 -5.128
42 H -0.974 -0.531 -6.073
43 H -2.083 -1.043 -4.722
44 H -0.984 1.746 -5.420
45 H -0.567 0.751 -4.019
46 H -1.918 3.443 -4.035
47 H -1.360 2.564 -2.499
48 H -3.078 3.089 -2.835
49 C 2.280 3.434 -3.581
50 O 2.685 3.113 -2.222
51 C 1.817 2.284 -1.531
52 C 2.400 2.076 -0.185
53 O 2.527 3.246 0.608
54 C 3.757 3.941 0.550
55 H 3.100 4.055 -3.862
56 H 1.303 3.944 -3.641
57 H 2.288 2.470 -4.165
58 H 1.579 1.293 -1.949
59 H 0.803 2.719 -1.408
60 H 3.417 1.650 -0.272
61 H 1.765 1.446 0.444
62 H 4.158 3.978 -0.452
63 H 4.348 3.304 1.187
64 H 3.626 4.893 1.062
65 C 1.950 -3.425 -10.154
66 O 2.407 -3.241 -8.840
67 C 1.949 -2.060 -8.250
68 C 2.017 -2.125 -6.740
69 O 1.834 -0.752 -6.221
70 C 1.630 -0.733 -4.828
71 H 0.879 -3.673 -10.091
72 H 2.477 -4.332 -10.506
73 H 2.181 -2.599 -10.824
74 H 0.907 -1.819 -8.442
75 H 2.536 -1.193 -8.587
76 H 3.029 -2.492 -6.434
77 H 1.264 -2.747 -6.203
78 H 2.471 -1.278 -4.356
79 H 0.733 -1.297 -4.555
80 H 1.554 0.250 -4.381
81 C -6.159 -1.423 -1.932
82 O -5.515 -0.662 -0.975
83 C -5.769 0.706 -1.137
84 C -5.152 1.483 0.025
85 O -5.704 1.039 1.246
86 C -5.176 1.678 2.414
87 H -5.881 -2.452 -1.759
88 H -5.794 -1.232 -2.974
89 H -7.237 -1.322 -1.894
90 H -6.862 0.887 -1.174
91 H -5.369 1.163 -2.054
92 H -5.305 2.592 -0.061
93 H -4.059 1.374 0.042
94 H -5.727 1.294 3.272
95 H -5.285 2.767 2.353
96 H -4.119 1.487 2.572
97 C -2.481 -0.025 8.546
98 O -1.259 0.026 7.853
99 C -0.946 -1.184 7.100
100 C 0.329 -1.106 6.335
101 O 0.211 -0.408 5.149
102 C 1.408 -0.467 4.418
103 H -2.410 -0.952 9.137
104 H -3.385 0.062 7.925
105 H -2.473 0.847 9.221
106 H -1.742 -1.473 6.401
107 H -0.882 -2.018 7.829
108 H 0.546 -2.117 6.082
109 H 1.135 -0.606 6.907
110 H 2.249 0.064 4.934
111 H 1.293 -0.014 3.401
112 H 1.774 -1.533 4.243
113 C -2.444 -2.120 3.348
114 O -2.772 -2.407 2.015
115 C -3.911 -1.770 1.470
116 C -5.162 -2.072 2.224
117 O -5.417 -3.452 2.205
118 C -6.588 -3.810 2.863
119 H -2.552 -1.047 3.509
120 H -1.400 -2.425 3.377
121 H -3.101 -2.659 4.076
122 H -3.964 -2.098 0.422
123 H -3.701 -0.666 1.535
124 H -5.975 -1.483 1.812
125 H -5.162 -1.744 3.256
126 H -7.449 -3.435 2.284
127 H -6.628 -3.412 3.925
128 H -6.620 -4.892 2.881
129 C 0.940 3.261 3.844
130 O 0.466 4.617 3.805
131 C 1.332 5.441 3.069
132 C 0.815 6.851 3.072
133 O 1.109 7.545 4.250
134 C 0.323 7.397 5.381
135 H 0.086 2.714 4.228
136 H 1.820 3.198 4.466
137 H 1.186 2.966 2.847
138 H 1.367 5.011 2.062
139 H 2.392 5.426 3.429
140 H -0.276 6.913 2.827
141 H 1.376 7.432 2.339
142 H 0.488 6.378 5.721
143 H -0.731 7.446 5.149
144 H 0.588 8.190 6.068
145 C -3.806 -4.456 -2.564
146 O -2.973 -4.474 -3.692
147 C -1.624 -4.240 -3.336
148 C -0.725 -4.323 -4.539
149 O -0.808 -3.312 -5.560
150 C -1.931 -3.381 -6.473
151 H -3.458 -5.167 -1.821
152 H -4.759 -4.846 -2.874
153 H -3.925 -3.483 -2.081
154 H -1.312 -4.985 -2.594
155 H -1.531 -3.245 -2.869
156 H -0.864 -5.290 -5.023
157 H 0.271 -4.245 -4.113
158 H -2.861 -3.318 -5.892
159 H -1.946 -4.302 -7.083
160 H -1.810 -2.482 -7.091
161 C -0.469 -4.321 1.167
162 O 0.601 -4.817 0.457
163 C 1.757 -4.913 1.210
164 C 2.899 -5.483 0.437
165 O 3.398 -4.577 -0.529
166 C 4.367 -5.132 -1.411
167 H -1.317 -4.166 0.476
168 H -0.303 -3.391 1.755
169 H -0.755 -5.041 1.915
170 H 1.585 -5.665 1.989
171 H 1.932 -3.929 1.624
172 H 2.624 -6.446 -0.044
173 H 3.715 -5.705 1.163
174 H 3.917 -5.899 -2.042
175 H 5.222 -5.527 -0.884
176 H 4.729 -4.276 -1.956
177 C 5.897 1.758 -4.451
178 O 6.519 1.344 -3.242
179 C 5.699 1.358 -2.149
180 C 6.385 0.865 -0.887
181 O 6.859 -0.423 -0.998
182 C 5.879 -1.379 -1.179
183 H 6.737 1.575 -5.110
184 H 5.582 2.749 -4.334
185 H 5.084 1.089 -4.676
186 H 4.846 0.648 -2.340
187 H 5.197 2.338 -2.003
188 H 5.711 1.005 -0.012
189 H 7.250 1.514 -0.712
190 H 5.387 -1.311 -2.167
191 H 5.047 -1.351 -0.476
192 H 6.366 -2.356 -1.169
193 C 1.735 -1.634 -0.850
194 O 0.689 -0.689 -1.149
195 C -0.575 -1.054 -0.678
196 C -1.522 0.020 -1.079
197 O -1.179 1.291 -0.597
198 C -1.087 1.429 0.787
199 H 1.798 -1.835 0.214
200 H 2.665 -1.177 -1.151
201 H 1.615 -2.600 -1.371
202 H -0.451 -1.192 0.394
203 H -0.984 -1.987 -1.112
204 H -2.471 -0.279 -0.584
205 H -1.745 -0.001 -2.142
206 H -0.852 2.464 0.942
207 H -0.349 0.788 1.289
208 H -2.049 1.212 1.275

=====

One value per record, in order, for energy: -119205.5402; -109250.0067 eV.
One value per record, in order, for frontier orbital gap: 8.1; 10.0 eV.
One value per record, in order, for molecular weight: 1273.44; 1171.59 g mol⁻¹.